This record from OMol25 describes 3 unconnected molecules or ions with the total composition C28H54ClIN3O6. The level of theory is ωB97M-V/def2-TZVPD.

The total energy comes out at -2472.55429 Eh. For the energy above the lowest of the compared OMol25 structures with the same formula, charge and spin, the calculation gives 0.146 eV. The value obtained for the highest occupied orbital energy is -11.3 eV.

The geometry in ORCA input format:
```
! RIJCOSX wB97M-V def2-TZVPD def2/J DEFGRID3
* xyz 1 1
C 0.37 -0.74 3.35
C -0.79 -1.02 4.32
O -1.55 0.15 4.59
C -2.87 0.14 4.12
C -2.95 0.55 2.66
O -2.69 1.94 2.57
C -3.16 2.60 1.43
C -2.07 2.53 0.38
C -2.09 1.56 -0.64
N -3.15 0.64 -0.85
C -1.02 1.49 -1.54
C -0.91 0.49 -2.65
C -0.88 -1.01 -2.30
C -2.17 -1.78 -2.64
I -0.21 -1.37 -0.30
N -0.01 2.33 -1.47
N -0.01 3.25 -0.53
C 1.15 4.20 -0.62
C 2.35 3.62 -1.34
C 3.15 2.64 -0.47
C 2.90 1.15 -0.71
C 2.96 0.32 0.59
C 3.72 -1.00 0.44
C 2.91 -2.04 -0.33
C 3.78 -3.22 -0.79
C 2.96 -4.50 -0.92
O 1.74 -4.22 -1.58
C 0.64 -4.96 -1.11
C -0.96 3.40 0.40
C -0.81 4.51 1.40
C 0.23 4.28 2.49
O 1.28 4.79 2.47
Cl -0.19 3.21 3.78
H 1.31 -0.63 3.88
H 0.15 0.18 2.81
H 0.47 -1.55 2.64
H -1.43 -1.80 3.90
H -0.40 -1.40 5.25
H -3.34 -0.83 4.25
H -3.43 0.87 4.70
H -3.94 0.30 2.27
H -2.20 -0.03 2.11
H -4.07 2.15 1.04
H -3.38 3.62 1.72
H -3.06 -0.13 -0.20
H -4.05 1.08 -0.69
H -1.73 0.67 -3.35
H 0.01 0.76 -3.18
H -0.11 -1.44 -2.92
H -3.01 -1.11 -2.76
H -2.41 -2.51 -1.87
H -2.02 -2.30 -3.58
H 1.46 4.47 0.37
H 0.78 5.08 -1.13
H 2.09 3.22 -2.31
H 2.98 4.48 -1.52
H 4.20 2.83 -0.62
H 2.96 2.88 0.58
H 1.96 0.98 -1.23
H 3.68 0.75 -1.35
H 1.96 0.13 0.98
H 3.46 0.90 1.37
H 4.67 -0.78 -0.04
H 3.94 -1.37 1.44
H 2.44 -1.55 -1.18
H 2.16 -2.42 0.35
H 4.55 -3.37 -0.04
H 4.25 -2.97 -1.74
H 2.77 -4.87 0.08
H 3.50 -5.24 -1.51
H 0.00 -5.23 -1.95
H 0.02 -4.37 -0.41
H 0.93 -5.87 -0.60
H -0.48 5.41 0.89
H -1.76 4.75 1.86
C 1.91 -8.33 -3.46
C 2.65 -8.43 -2.14
O 1.83 -8.09 -1.03
H 1.51 -7.32 -3.59
H 2.56 -8.56 -4.30
H 1.06 -9.02 -3.48
H 3.49 -7.73 -2.12
H 3.06 -9.43 -2.01
H 1.09 -8.71 -1.01
C -3.66 7.23 0.25
C -4.68 6.12 0.08
O -4.23 5.12 -0.83
H -3.44 7.69 -0.71
H -4.02 8.00 0.93
H -2.72 6.84 0.65
H -5.60 6.52 -0.33
H -4.91 5.67 1.05
H -3.42 4.74 -0.48
*
```

***

This record from OMol25 describes 7 unconnected molecules or ions with the total composition C28H54IN2O10P. The level of theory is ωB97M-V/def2-TZVPD.

The total energy comes out at -2600.18009 Eh. The value obtained for the highest occupied orbital energy is -8.6 eV.

The geometry in ORCA input format:
```
! RIJCOSX wB97M-V def2-TZVPD def2/J DEFGRID3
* xyz 0 1
C 0.81 3.07 3.09
C 0.32 2.72 1.62
C 0.79 1.26 1.22
N 2.27 1.06 1.37
P 2.60 -0.45 2.19
C 4.40 -0.89 1.87
C 4.74 -2.07 2.87
O 4.47 -3.21 2.65
I 5.72 -1.68 4.79
C 1.57 -1.83 1.48
C 0.51 -2.44 2.46
O 0.68 -3.58 2.83
N -0.60 -1.61 2.83
C -1.63 -1.52 1.78
C -1.15 -1.95 4.16
C 2.36 -0.11 4.02
O 1.68 -0.80 4.79
O 2.97 0.95 4.45
H 1.93 3.08 3.12
H 0.39 4.07 3.37
H 0.42 2.29 3.81
H -0.82 2.65 1.69
H 0.67 3.44 0.84
H 0.28 0.57 1.95
H 0.47 1.00 0.18
H 2.62 0.90 0.41
H 5.09 -0.02 1.98
H 4.49 -1.25 0.80
H 2.27 -2.66 1.16
H 1.09 -1.43 0.54
H -2.51 -0.89 2.09
H -1.95 -2.52 1.40
H -1.17 -0.98 0.89
H -1.24 -0.97 4.73
H -0.48 -2.59 4.79
H -2.19 -2.37 4.11
C -4.80 3.52 1.76
C -4.05 2.83 0.65
O -2.97 2.31 0.85
C -4.69 2.81 -0.72
H -4.23 3.45 2.68
H -4.95 4.57 1.51
H -5.77 3.03 1.91
H -4.83 3.83 -1.07
H -5.65 2.29 -0.67
H -4.04 2.28 -1.41
C -4.89 -2.52 -1.41
C -4.18 -1.41 -2.14
O -4.71 -0.33 -2.30
C -2.80 -1.69 -2.66
H -5.87 -2.18 -1.09
H -5.01 -3.38 -2.07
H -4.31 -2.81 -0.53
H -2.83 -2.51 -3.38
H -2.13 -1.94 -1.83
H -2.41 -0.80 -3.16
C -6.93 -2.14 -4.73
C -7.50 -3.33 -3.99
O -6.77 -4.14 -3.45
C -9.00 -3.47 -3.96
H -5.84 -2.17 -4.67
H -7.23 -2.18 -5.78
H -7.28 -1.22 -4.27
H -9.38 -3.57 -4.97
H -9.44 -2.60 -3.47
H -9.26 -4.37 -3.39
C 9.27 -4.46 0.30
C 7.90 -4.05 0.76
O 7.38 -3.02 0.38
C 7.18 -4.97 1.72
H 9.66 -3.70 -0.38
H 9.94 -4.54 1.15
H 9.22 -5.41 -0.23
H 7.76 -5.08 2.64
H 7.04 -5.95 1.25
H 6.21 -4.55 1.96
C 6.54 4.05 -0.24
C 6.19 2.60 -0.44
O 5.16 2.27 -0.99
C 7.17 1.57 0.07
H 5.75 4.67 -0.66
H 6.63 4.27 0.82
H 7.48 4.28 -0.75
H 7.28 1.68 1.15
H 8.13 1.69 -0.42
H 6.78 0.57 -0.14
C -2.30 4.38 -2.64
C -3.27 4.51 -3.78
O -4.44 4.21 -3.66
C -2.74 5.03 -5.09
H -2.82 4.00 -1.76
H -1.50 3.69 -2.90
H -1.88 5.36 -2.39
H -1.95 4.37 -5.46
H -2.34 6.04 -4.95
H -3.54 5.07 -5.82
*
```